This record from OMol25 describes one molecule with the formula C4H5NOS2. The level of theory is ωB97M-V/def2-TZVPD.

CARTESIAN COORDINATES (ANGSTROEM)
C 1.825 -1.118 1.614
C 1.303 -0.590 0.434
N 0.005 0.047 0.211
S -0.957 0.726 1.396
C -0.354 0.395 -1.066
S 0.632 0.252 -2.366
C -1.685 1.095 -1.417
O -2.799 0.633 -1.244
H 1.378 -1.002 2.652
H 2.636 -1.803 1.459
H 1.807 -0.666 -0.604
H -2.186 0.029 0.973
H -1.606 2.003 -2.041

* energy: -1081.68589 Ha
* energy above the lowest of the compared OMol25 structures with the same formula, charge and spin: 281.90 kJ/mol
* SMILES: C=CN(S)C(=S)C=O
* lowest unoccupied orbital energy: -0.9 eV


This record from OMol25 describes C32H32As2BN3O4SY as an isolated structure. The level of theory is ωB97M-V/def2-TZVPD.

CARTESIAN COORDINATES (ANGSTROEM)
Y 9.771 11.846 14.515
C 9.919 11.448 19.096
As 8.913 10.817 17.496
C 7.147 10.716 18.419
C 9.555 8.990 17.659
C 10.575 8.540 18.485
C 11.248 7.336 18.255
C 10.820 6.503 17.207
C 9.771 6.943 16.402
C 9.189 8.180 16.581
As 8.429 9.163 15.026
C 6.614 8.463 14.900
C 9.278 8.001 13.628
H 10.963 11.447 18.802
H 9.785 10.711 19.897
H 9.568 12.450 19.358
H 6.696 9.736 18.227
H 6.463 11.486 18.026
H 7.244 10.833 19.486
H 10.883 9.110 19.342
H 12.068 7.035 18.900
H 11.216 5.490 17.145
H 9.344 6.321 15.625
H 6.615 7.368 14.835
H 6.132 8.864 14.000
H 6.073 8.709 15.822
H 8.782 7.009 13.593
H 10.304 7.809 13.812
H 9.148 8.480 12.647
O 9.063 10.890 11.011
B 10.089 11.497 11.801
O 11.040 11.943 10.859
C 10.610 11.673 9.543
C 11.121 12.061 8.319
C 10.325 11.702 7.231
C 9.116 11.039 7.359
C 8.589 10.665 8.595
C 9.372 11.043 9.666
H 12.070 12.555 8.192
H 10.648 12.038 6.260
H 8.538 10.726 6.480
H 7.603 10.213 8.721
O 11.732 11.035 14.812
S 12.952 11.781 15.697
C 13.926 12.365 14.350
C 14.230 13.714 14.546
C 14.745 14.483 13.507
C 15.106 13.826 12.330
C 14.842 12.477 12.126
C 14.298 11.705 13.167
C 13.996 10.522 16.355
C 13.903 9.212 15.893
C 14.719 8.235 16.453
C 15.554 8.600 17.498
C 15.677 9.916 17.935
C 14.854 10.883 17.391
H 13.970 14.209 15.484
H 14.854 15.532 13.644
H 15.596 14.404 11.553
H 15.077 11.986 11.170
H 14.127 10.626 13.083
H 13.202 8.949 15.092
H 14.654 7.210 16.126
H 16.162 7.864 17.983
H 16.394 10.124 18.715
H 14.904 11.885 17.740
N 6.061 14.344 14.042
C 7.397 14.092 14.039
O 7.829 12.889 13.953
C 8.347 15.197 14.319
C 9.645 14.794 14.535
N 10.560 14.095 14.825
C 7.888 16.537 14.473
N 7.412 17.609 14.647
H 5.473 13.598 13.667
H 5.736 15.327 14.065

* net charge: +1
* energy: -6636.59998 Ha
* energy above the lowest of the compared OMol25 structures with the same formula, charge and spin: 0.00 kJ/mol
* lowest unoccupied orbital energy: -2.9 eV